The following is a quantum chemistry calculation of a structure of composition C17H21IrN5O4, from OMol25.

The calculation puts the total energy at -1339.132580 Ha. The LUMO energy (alpha / beta) is -0.093 / -0.182 hartree. For the highest occupied orbital energy (alpha / beta), the calculation gives -11.01 / -10.98 eV. The value obtained for the molar mass is 551.60 u. The calculation puts the relative energy (zero: lowest compared OMol25 entry of this formula, charge and spin) at 0.0 kJ/mol. Its frontier orbital gap (alpha / beta) is 0.31164 / 0.22150 hartree.

```
! RIJCOSX wB97M-V def2-TZVPD def2/J DEFGRID3
* xyz 1 5
Ir -0.0417 -0.0119 -0.6354
C 0.0181 -2.7377 -2.0796
N 0.2125 -2.0296 -0.8196
C 0.4078 -2.6523 0.3005
C 0.3878 -1.8792 1.4848
C 0.5027 -2.1316 2.8426
C 0.2768 -0.9071 3.4918
C 0.0239 0.0362 2.5079
N 0.0878 -0.5417 1.2869
C -1.3535 -2.4894 -2.6664
C -1.5302 -2.6184 -4.0390
C -2.7772 -2.4141 -4.6103
C -3.8563 -2.0523 -3.8143
C -3.6846 -1.9201 -2.4445
C -2.4403 -2.1504 -1.8710
H 0.1746 -3.8067 -1.9138
H 0.7687 -2.3892 -2.7897
H 0.5445 -3.7294 0.3165
H 0.7071 -3.0863 3.3002
H 0.2872 -0.7210 4.5526
H -0.2020 1.0843 2.6265
H -0.6842 -2.8756 -4.6671
H -2.9056 -2.5354 -5.6780
H -4.8264 -1.8784 -4.2606
H -4.5198 -1.6414 -1.8153
H -2.3325 -2.0664 -0.7953
C -0.9026 0.9937 -3.3387
O -0.0520 0.2334 -2.5137
H -1.0190 0.4768 -4.2908
H -0.4664 1.9790 -3.5356
H -1.8911 1.1207 -2.8872
C -0.7026 5.6225 -0.3531
N -0.9538 4.1963 -0.2389
C -2.2713 3.5837 -0.1454
C -1.9154 2.1103 -0.2025
O -2.6508 1.1559 -0.1771
N -0.5384 2.0019 -0.3054
C -0.0321 3.2381 -0.3478
N 1.2664 3.4943 -0.4819
H -1.6577 6.1392 -0.3689
H -0.1770 5.8552 -1.2810
H -0.1277 5.9951 0.4960
H -2.9162 3.8605 -0.9808
H -2.7804 3.8277 0.7878
H 1.9213 2.7319 -0.5644
H 1.6140 4.4365 -0.4949
O 2.6818 -0.1180 -0.5894
O 3.3824 0.8454 -0.6518
*
```

Charges obtained by natural (NBO) population analysis, quoted in units of e: number 1, Ir, carries 1.34; number 2, C, carries -0.25; number 3, N, carries -0.49; number 4, C, carries 0.19; number 5, C, carries -0.03; number 6, C, carries -0.19; number 7, C, carries -0.30; number 8, C, carries 0.00; number 9, N, carries -0.56; number 10, C, carries -0.06; number 11, C, carries -0.21; number 12, C, carries -0.20; number 13, C, carries -0.21; number 14, C, carries -0.21; number 15, C, carries -0.18; number 16, H, carries 0.21; number 17, H, carries 0.23; number 18, H, carries 0.22; number 19, H, carries 0.24; number 20, H, carries 0.24; number 21, H, carries 0.21; number 22, H, carries 0.22; number 23, H, carries 0.22; number 24, H, carries 0.22; number 25, H, carries 0.22; number 26, H, carries 0.20; number 27, C, carries -0.26; number 28, O, carries -0.67; number 29, H, carries 0.21; number 30, H, carries 0.17; number 31, H, carries 0.18; number 32, C, carries -0.43; number 33, N, carries -0.37; number 34, C, carries -0.32; number 35, C, carries 0.67; number 36, O, carries -0.54; number 37, N, carries -0.67; number 38, C, carries 0.67; number 39, N, carries -0.76; number 40, H, carries 0.24; number 41, H, carries 0.22; number 42, H, carries 0.22; number 43, H, carries 0.25; number 44, H, carries 0.25; number 45, H, carries 0.43; number 46, H, carries 0.42; number 47, O, carries 0.01; number 48, O, carries 0.02